Entry 1:
{
  "formula": "C25H29N3O3S",
  "method": "wB97M-V/def2-TZVPD",
  "smiles": "CCOCCCNC(=O)[C@@H](c1ccc(C)cc1)N(Cc1cccs1)C(=O)c1ccccn1",
  "total_energy_ev": -47844.41375,
  "lumo_energy_ev": 0.276,
  "gap_ev": 8.7,
  "symbols": ["S", "O", "O", "O", "N", "N", "N", "C", "C", "C", "C", "C", "C", "C", "C", "C", "C", "C", "C", "C", "C", "C", "C", "C", "C", "C", "C", "C", "C", "C", "C", "C", "H", "H", "H", "H", "H", "H", "H", "H", "H", "H", "H", "H", "H", "H", "H", "H", "H", "H", "H", "H", "H", "H", "H", "H", "H", "H", "H", "H", "H"],
  "xyz": [[2.84, -1.05, 1.79], [-4.58, 1.51, 1.55], [-0.41, 3.07, 0.49], [-1.56, -0.13, -2.26], [-1.63, 2.59, -1.35], [-0.22, 0.03, -0.46], [-1.82, -2.29, 0.45], [2.69, 0.71, -1.52], [1.81, 1.40, -0.70], [6.03, 1.41, 0.12], [4.56, 1.41, -0.17], [2.31, 2.11, 0.38], [3.11, -2.74, -0.10], [-3.92, 2.75, -0.46], [-2.54, -4.47, -0.22], [0.28, -0.42, 0.82], [-2.73, 3.48, -1.08], [-0.59, 2.42, -0.52], [3.76, -2.24, 0.97], [3.68, 2.11, 0.63], [-3.12, -0.10, 2.68], [0.33, 1.28, -1.01], [-2.32, -4.14, -1.55], [-3.72, 2.50, 1.05], [1.53, -1.23, 0.67], [1.83, -2.16, -0.27], [4.05, 0.71, -1.26], [-4.06, 0.19, 1.52], [-2.28, -3.50, 0.74], [-1.13, -0.61, -1.21], [-1.60, -1.98, -0.82], [-1.85, -2.88, -1.86], [-4.84, 3.32, -0.60], [4.72, 0.16, -1.90], [4.05, 2.67, 1.48], [-2.67, 2.24, 1.23], [-4.05, 1.79, -0.96], [-3.55, 0.00, 0.56], [6.21, 1.44, 1.19], [-3.03, 3.95, -2.02], [-2.37, 4.25, -0.40], [-2.76, -1.12, 2.61], [-2.27, 0.58, 2.67], [6.49, 2.29, -0.32], [-3.94, 3.42, 1.60], [1.15, -2.43, -1.07], [-4.94, -0.46, 1.57], [3.51, -3.49, -0.75], [-2.51, -4.86, -2.34], [-2.90, -5.44, 0.06], [1.65, 2.66, 1.02], [0.48, 0.46, 1.43], [0.22, 1.21, -2.10], [-1.79, 1.87, -2.06], [-0.50, -1.02, 1.30], [-3.65, 0.03, 3.62], [-2.45, -3.69, 1.79], [6.51, 0.53, -0.30], [4.74, -2.49, 1.34], [2.31, 0.16, -2.37], [-1.68, -2.57, -2.88]]
}

***

Entry 2:
{
  "formula": "C25H29N5O5",
  "method": "wB97M-V/def2-TZVPD",
  "smiles": "COc1ccc(-n2nc(C(=O)NCC(=O)NCCCN3CCOCC3)c3ccccc3c2=O)cc1",
  "total_energy_ev": -44084.16469,
  "lumo_energy_ev": -0.338,
  "gap_ev": 8.0,
  "symbols": ["O", "O", "O", "O", "O", "N", "N", "N", "N", "N", "C", "C", "C", "C", "C", "C", "C", "C", "C", "C", "C", "C", "C", "C", "C", "C", "C", "C", "C", "C", "C", "C", "C", "C", "C", "H", "H", "H", "H", "H", "H", "H", "H", "H", "H", "H", "H", "H", "H", "H", "H", "H", "H", "H", "H", "H", "H", "H", "H", "H", "H", "H", "H", "H"],
  "xyz": [[-2.14, 6.79, 1.93], [-0.48, 2.61, 1.35], [-0.66, -0.01, -2.35], [4.88, -3.95, 4.20], [1.85, -5.68, -0.98], [0.86, 0.28, -0.72], [-1.73, 1.65, -0.29], [-2.79, 4.75, 0.09], [1.36, -2.24, -0.59], [1.80, -3.48, -0.41], [-3.27, 5.97, 2.12], [-1.04, -3.61, -4.51], [4.48, -4.63, 1.89], [-3.83, 5.48, 0.79], [-3.25, 4.04, -1.08], [2.61, -3.64, 0.74], [5.98, -4.82, 4.29], [0.14, -2.89, -2.54], [-1.14, 6.08, 1.23], [0.66, 1.70, -0.58], [0.60, -4.21, -2.35], [0.19, -0.48, -1.60], [3.09, -3.02, 3.01], [1.46, -4.56, -1.22], [-1.65, 5.61, -0.13], [-0.68, -2.61, -3.64], [-0.59, -4.92, -4.31], [0.58, -1.92, -1.57], [4.18, -3.89, 3.03], [2.31, -2.90, 1.89], [-3.02, 1.92, 0.28], [-3.91, 2.71, -0.69], [0.22, -5.21, -3.24], [3.70, -4.50, 0.75], [-0.58, 2.05, 0.28], [0.51, 2.13, -1.58], [-3.00, 5.10, 2.74], [6.36, -4.71, 5.30], [-1.92, 6.49, -0.75], [-0.30, 6.78, 1.11], [3.95, -5.07, -0.13], [-0.87, 5.05, -0.64], [2.87, -2.46, 3.91], [-4.00, 6.58, 2.65], [6.76, -4.55, 3.57], [-4.08, 2.12, -1.60], [-4.68, 4.82, 0.98], [-3.51, 0.98, 0.54], [1.47, -0.20, -0.08], [-3.96, 4.64, -1.68], [5.32, -5.30, 1.86], [1.46, -2.23, 1.88], [-4.87, 2.88, -0.22], [-1.69, 1.19, -1.19], [0.58, -6.21, -3.06], [-0.82, 5.20, 1.80], [-1.68, -3.39, -5.35], [5.68, -5.86, 4.13], [-2.38, 3.83, -1.71], [1.54, 2.15, -0.12], [-4.18, 6.35, 0.20], [-2.85, 2.51, 1.18], [-0.88, -5.69, -5.00], [-1.03, -1.60, -3.79]]
}

***

Entry 3:
{
  "formula": "C25H29N7NiO3S2",
  "method": "wB97M-V/def2-TZVPD",
  "charge": -1,
  "total_energy_ev": -105682.70245,
  "lumo_energy_ev": [2.479, 2.482],
  "gap_ev": [5.8, 6.1],
  "spin_multiplicity": 2,
  "symbols": ["Ni", "S", "S", "O", "O", "O", "N", "N", "N", "N", "N", "N", "N", "C", "C", "C", "C", "C", "C", "C", "C", "C", "C", "C", "C", "C", "C", "C", "C", "C", "C", "C", "C", "C", "C", "C", "C", "C", "H", "H", "H", "H", "H", "H", "H", "H", "H", "H", "H", "H", "H", "H", "H", "H", "H", "H", "H", "H", "H", "H", "H", "H", "H", "H", "H", "H", "H"],
  "xyz": [[0.28, 0.32, 0.56], [2.80, -2.56, -0.69], [-2.40, 1.10, -1.20], [4.06, -2.34, -1.36], [-1.08, 6.61, -1.79], [2.71, -3.74, 0.15], [0.02, 4.08, -1.37], [2.18, 0.54, 1.37], [-0.43, -0.61, 2.51], [-1.14, -3.29, -5.11], [2.20, -1.27, 0.03], [4.12, -0.87, 1.36], [0.94, 1.79, -1.08], [0.19, 6.29, -2.31], [0.52, 2.85, -1.22], [-2.67, -4.01, 0.16], [0.14, -1.83, -3.65], [-2.21, -2.12, -1.26], [2.88, -0.55, 0.91], [4.69, -0.02, 2.20], [-0.19, -3.11, -4.09], [-2.56, -3.45, -1.11], [1.26, -4.03, -2.40], [-1.83, -1.01, 2.33], [-0.35, 0.44, 3.51], [-2.43, -3.21, 1.27], [1.57, -2.75, -1.97], [-1.32, 5.91, -0.57], [4.09, 1.15, 2.65], [-1.93, -1.31, -0.15], [-1.28, 4.41, -0.79], [-1.45, 0.07, -0.30], [0.36, -1.77, 2.94], [1.01, -1.64, -2.59], [0.38, -4.21, -3.45], [0.31, 4.80, -2.60], [-2.05, -1.88, 1.13], [2.80, 1.37, 2.19], [5.68, -0.30, 2.54], [0.12, -5.21, -3.77], [-2.93, -5.05, 0.28], [2.24, 2.24, 2.50], [4.59, 1.83, 3.32], [-0.77, 0.11, 4.48], [-0.39, 4.52, -3.39], [-2.41, -0.09, 2.23], [0.31, 6.86, -3.23], [-2.75, -4.05, -1.99], [-2.52, -3.62, 2.27], [-0.04, -2.17, 3.89], [-0.33, -0.96, -4.11], [-0.90, 1.31, 3.16], [-2.18, -1.53, 3.24], [0.69, 0.72, 3.67], [1.69, -4.88, -1.88], [-2.31, 6.21, -0.23], [-1.40, 3.86, 0.14], [-1.01, -4.14, -5.64], [1.23, -0.65, -2.23], [-0.57, 6.20, 0.17], [-2.15, -1.67, -2.24], [0.98, 6.58, -1.60], [1.40, -1.48, 3.10], [-1.24, -2.50, -5.72], [-2.09, 4.09, -1.46], [0.34, -2.55, 2.18], [1.32, 4.56, -2.93]]
}

***

Entry 4:
{
  "formula": "C25H30AsBiBrClNO8S",
  "method": "wB97M-V/def2-TZVPD",
  "charge": -2,
  "total_energy_ev": -204364.14562,
  "lumo_energy_ev": [4.012, 4.012],
  "gap_ev": [4.0, 6.5],
  "spin_multiplicity": 2,
  "symbols": ["Bi", "Br", "As", "Cl", "S", "O", "O", "O", "O", "O", "O", "O", "O", "N", "C", "C", "C", "C", "C", "C", "C", "C", "C", "C", "C", "C", "C", "C", "C", "C", "C", "C", "C", "C", "C", "C", "C", "C", "C", "H", "H", "H", "H", "H", "H", "H", "H", "H", "H", "H", "H", "H", "H", "H", "H", "H", "H", "H", "H", "H", "H", "H", "H", "H", "H", "H", "H", "H", "H"],
  "xyz": [[0.46, 0.35, -0.25], [-0.51, 3.64, 0.35], [1.59, -1.63, -2.87], [2.55, 1.44, 0.63], [-1.27, 1.36, -3.12], [1.75, -0.45, -4.19], [-2.00, 1.08, -1.89], [-0.51, 0.96, 1.84], [0.50, -1.50, 0.89], [1.96, -0.72, -1.52], [-0.28, -1.46, -2.65], [0.18, 1.43, -2.88], [-1.78, 2.45, -3.92], [1.67, -2.00, 1.40], [-1.97, 0.15, 4.29], [-2.17, 5.09, 6.28], [-2.65, -1.12, -6.03], [-1.79, 4.23, 2.80], [-1.85, 1.58, 3.71], [3.26, -3.75, 1.46], [-2.15, -2.36, -5.65], [-2.93, 5.06, 4.95], [2.14, -1.49, 2.60], [-1.25, 3.21, 2.05], [3.77, -3.28, 2.69], [-1.05, -1.35, -3.75], [-1.56, -0.10, -4.13], [-2.83, 6.45, 4.31], [2.22, -3.12, 0.84], [-1.17, 1.86, 2.48], [-2.35, 2.64, 4.46], [3.17, -2.11, 3.23], [-1.95, -0.95, 3.22], [-0.80, -0.09, 5.26], [-4.41, 4.77, 5.23], [-1.36, -2.47, -4.52], [-3.30, -0.02, 5.05], [-2.35, 0.00, -5.26], [-2.34, 3.97, 4.05], [-0.85, -1.09, 5.68], [-0.96, -3.43, -4.20], [-2.72, 0.98, -5.53], [-3.39, 0.63, 5.92], [-1.11, 5.31, 6.11], [-1.77, 5.23, 2.39], [-3.26, -1.02, -6.91], [-0.82, 0.64, 6.07], [-2.79, 2.42, 5.43], [1.79, -3.42, -0.10], [3.68, -4.62, 0.98], [-2.37, -3.24, -6.24], [1.37, 0.39, -3.85], [-1.01, -1.03, 2.70], [4.60, -3.76, 3.18], [-3.38, 6.49, 3.37], [-4.97, 4.75, 4.29], [3.53, -1.67, 4.16], [-2.23, 4.13, 6.80], [-2.17, -1.91, 3.71], [-3.37, -1.05, 5.41], [-4.84, 5.54, 5.88], [-2.72, -0.78, 2.47], [1.65, -0.59, 2.94], [-4.14, 0.18, 4.39], [-2.58, 5.86, 6.95], [-3.25, 7.19, 4.99], [-4.54, 3.80, 5.71], [0.15, 0.01, 4.73], [-1.79, 6.72, 4.12]]
}

***

Entry 5:
{
  "formula": "C25H30AuGe2N2O2",
  "method": "wB97M-V/def2-TZVPD",
  "charge": 2,
  "total_energy_ev": -150193.04788,
  "lumo_energy_ev": [-5.601, -9.579],
  "gap_ev": [6.8, 5.0],
  "spin_multiplicity": 4,
  "symbols": ["Au", "Ge", "Ge", "O", "O", "N", "N", "C", "C", "C", "C", "C", "C", "C", "C", "C", "C", "C", "C", "C", "C", "C", "C", "C", "C", "C", "C", "C", "C", "C", "C", "C", "H", "H", "H", "H", "H", "H", "H", "H", "H", "H", "H", "H", "H", "H", "H", "H", "H", "H", "H", "H", "H", "H", "H", "H", "H", "H", "H", "H", "H", "H"],
  "xyz": [[-1.03, 1.28, -3.63], [-0.17, -1.02, -0.12], [3.05, -1.32, 0.66], [-3.05, -2.19, -0.64], [-1.57, -0.72, -1.37], [-2.09, -0.12, -4.77], [-0.05, 2.54, -2.50], [0.38, 4.35, -0.74], [-0.50, -2.98, 0.47], [-0.18, 5.30, 1.39], [1.59, 6.26, 0.05], [-1.56, 1.54, 3.69], [3.44, -1.84, -1.25], [-0.40, 4.34, 0.42], [0.18, 0.41, 2.47], [-1.63, -3.27, 1.28], [4.59, -1.86, 1.80], [-1.94, -4.60, 1.57], [-2.64, -1.48, -1.52], [-2.11, 0.35, 1.67], [-0.78, 0.01, 1.55], [-0.23, 1.19, 3.55], [-1.12, -5.59, 1.10], [0.34, -3.97, 0.01], [1.38, 5.31, -0.93], [3.12, 0.69, 0.49], [0.13, 3.37, -1.73], [-2.39, -1.44, -4.11], [0.81, 6.26, 1.20], [0.02, -5.29, 0.31], [-2.50, 1.12, 2.76], [-3.32, -1.35, -2.88], [1.97, 5.30, -1.83], [2.26, 1.07, -0.06], [-2.80, -4.82, 2.18], [-1.18, 3.59, 0.54], [-1.88, 2.13, 4.54], [-1.33, -6.62, 1.36], [4.03, 0.90, -0.07], [-3.86, -0.40, -2.90], [0.65, -6.08, -0.08], [2.36, 7.00, -0.09], [3.54, -2.91, -1.39], [2.67, -1.45, -1.91], [-2.86, -2.08, -4.85], [1.22, -3.74, -0.58], [-2.27, -2.48, 1.66], [3.18, 1.18, 1.46], [1.22, 0.13, 2.37], [-0.78, 5.30, 2.28], [5.49, -1.53, 1.28], [4.54, -1.37, 2.77], [4.63, -2.94, 1.94], [-3.55, 1.38, 2.87], [0.97, 7.02, 1.96], [-1.43, -1.88, -3.83], [-2.97, 0.29, -5.07], [-2.85, 0.02, 0.94], [0.51, 1.51, 4.27], [-4.06, -2.15, -2.92], [-1.58, -0.31, -5.63], [4.39, -1.36, -1.49]]
}

***

Entry 6:
{
  "formula": "C25H30BFN7O3S2V",
  "method": "wB97M-V/def2-TZVPD",
  "charge": 2,
  "total_energy_ev": -93727.88421,
  "lumo_energy_ev": [-5.368, -5.423],
  "gap_ev": [7.3, 7.3],
  "spin_multiplicity": 3,
  "symbols": ["V", "S", "S", "F", "O", "O", "O", "N", "N", "N", "N", "N", "N", "N", "C", "C", "C", "C", "C", "C", "C", "C", "C", "C", "C", "C", "C", "C", "C", "C", "C", "C", "C", "C", "C", "C", "C", "C", "C", "B", "H", "H", "H", "H", "H", "H", "H", "H", "H", "H", "H", "H", "H", "H", "H", "H", "H", "H", "H", "H", "H", "H", "H", "H", "H", "H", "H", "H", "H", "H"],
  "xyz": [[3.06, -0.28, 0.11], [4.90, -1.22, -0.95], [2.95, -1.13, 2.27], [-3.06, -3.05, -0.43], [2.08, 3.53, -0.69], [2.96, 1.55, -0.17], [1.19, -0.55, -0.41], [5.93, 0.74, 0.75], [-1.76, 2.29, -0.46], [5.71, -1.41, 2.20], [-5.17, -1.15, -0.34], [-7.53, -1.04, 0.63], [4.62, -3.29, 2.24], [5.76, 1.31, -1.35], [-1.45, -1.37, -0.40], [-1.09, -0.02, -0.42], [-2.60, 4.53, -1.32], [-2.76, -1.74, -0.40], [-5.60, -2.48, 0.08], [-7.36, -0.14, -0.57], [5.58, 0.29, -0.47], [-6.09, -0.57, -1.31], [-3.63, 3.51, -1.69], [6.20, 2.41, -0.68], [-3.81, -0.79, -0.38], [-3.45, 0.54, -0.40], [5.96, -3.60, 2.18], [3.52, -4.25, 2.28], [-0.47, 2.64, -0.44], [0.57, 1.75, -0.41], [6.30, 2.05, 0.63], [0.30, 0.37, -0.41], [6.63, -2.43, 2.15], [5.45, 1.25, -2.77], [-2.79, 3.32, -0.46], [-2.11, 0.95, -0.43], [1.95, 2.36, -0.44], [-7.12, -2.45, 0.31], [4.49, -1.95, 2.25], [6.04, 0.10, 2.22], [5.81, 2.16, -3.23], [-6.94, -0.70, 1.38], [4.37, 1.19, -2.91], [-7.68, -2.75, -0.57], [2.93, -4.10, 3.18], [5.92, 0.39, -3.23], [5.24, 0.68, 2.91], [7.18, 0.24, 2.57], [-7.30, 0.88, -0.19], [-5.65, 0.30, -1.79], [6.63, 2.62, 1.48], [-3.40, 2.87, -2.54], [-3.25, 3.46, 0.51], [-8.25, -0.24, -1.19], [-0.68, -2.13, -0.41], [2.88, -4.12, 1.41], [-4.23, 1.30, -0.36], [-5.08, -2.74, 1.00], [-8.49, -1.02, 0.96], [6.31, -4.62, 2.18], [-0.25, 3.70, -0.45], [-2.92, 5.48, -0.91], [6.41, 3.34, -1.17], [3.94, -5.25, 2.29], [-7.41, -3.09, 1.14], [-6.33, -1.29, -2.10], [-5.39, -3.26, -0.66], [7.69, -2.24, 2.11], [-4.67, 3.75, -1.56], [-1.71, 4.59, -1.94]]
}

***

In the order shown, the computed ΔE to the lowest compared entry with this formula, charge and spin values come out to 29.4 2.6 0.0 0.0 11.7 5.8 kcal per mole.